1.
Density functional theory data (the ωB97M-V functional and the def2-TZVPD basis) for one molecule with the formula C5H10O.

The geometry in XYZ format:
```
16
Properties=species:S:1:pos:R:3:mulliken_charge:R:1
C 1.13 -0.09 -1.56 -1.4511
C 0.42 0.31 -0.27 0.6695
C 1.12 -0.26 0.97 -1.3477
C -1.04 -0.12 -0.29 0.5055
O -1.52 -0.75 -1.21 -0.5712
C -1.92 0.28 0.88 -1.0854
H 0.62 0.30 -2.44 0.3476
H 1.16 -1.18 -1.65 0.3051
H 2.16 0.28 -1.56 0.4172
H 0.42 1.41 -0.19 0.2297
H 0.98 -1.35 1.02 0.3371
H 0.76 0.17 1.91 0.3435
H 2.20 -0.07 0.92 0.3803
H -1.39 0.80 1.68 0.2957
H -2.73 0.92 0.51 0.3230
H -2.38 -0.63 1.28 0.3011
```

Output
Energy = -7394.7335 eV
2S+1 = 1
Kohn-Sham gap = 10.51 eV
SMILES = CC(=O)C(C)C
Energy above the lowest of the compared OMol25 structures with the same formula, charge and spin = 3.1 kJ/mol

***

2.
Density functional theory data (the ωB97M-V functional and the def2-TZVPD basis) for a 4-piece molecular cluster, H13N4 overall at a distorted geometry.

The geometry in XYZ format:
```
17
Properties=species:S:1:pos:R:3:mulliken_charge:R:1
N 0.89 -0.23 -0.20 -0.4529
H 0.12 -0.25 -0.95 0.4757
H 1.75 -0.76 -0.39 0.3513
H 1.06 0.82 -0.27 0.4462
H 0.42 -0.42 0.64 0.4198
N -0.73 -1.55 2.13 -0.7010
H -0.08 -1.79 2.79 0.2131
H -0.83 -2.33 1.57 0.2309
H -1.56 -1.26 2.45 0.1894
N 1.46 2.53 -0.82 -0.8553
H 0.77 2.67 -1.42 0.2319
H 2.28 2.47 -1.33 0.2410
H 1.57 3.03 0.02 0.2332
N -1.50 -0.67 -1.04 -0.8541
H -1.98 0.21 -0.74 0.2986
H -1.78 -1.45 -0.44 0.2411
H -1.86 -1.01 -2.00 0.2913
```

Output
Total charge = +1
Energy = -6165.3627 eV
2S+1 = 1
Kohn-Sham gap = 11.34 eV
Energy above the lowest of the compared OMol25 structures with the same formula, charge and spin = 78.9 kJ/mol

***

3.
Density functional theory data (the ωB97M-V functional and the def2-TZVPD basis) for one molecule with the formula C25H30N2O5.

The geometry in XYZ format:
```
62
Properties=species:S:1:pos:R:3:mulliken_charge:R:1
C 2.51 -3.11 -2.04 -0.7691
H 2.90 -4.05 -1.64 0.4674
C 1.38 -3.40 -3.02 -0.6628
C 0.75 -2.14 -3.61 -0.5141
O -0.04 -1.44 -2.68 -0.4468
C 0.47 -0.44 -1.91 -0.7408
C 1.73 0.13 -2.03 -0.3455
C 2.10 1.16 -1.19 -1.5001
C 1.25 1.63 -0.21 0.1072
C -0.01 1.05 -0.07 1.4432
C -0.39 0.03 -0.92 0.5471
H -1.37 -0.41 -0.84 0.5678
C -0.94 1.49 1.04 -1.2509
N -2.17 2.09 0.56 0.4415
C -3.31 1.45 0.93 0.5063
O -4.44 1.81 0.67 -0.6782
C -2.88 0.26 1.75 0.5580
O -3.60 -0.61 2.24 -0.8080
C -1.44 0.30 1.82 -0.7631
C -0.74 -0.77 2.31 0.4030
O -1.37 -1.81 2.84 -0.6197
H -2.35 -1.64 2.78 0.4675
C 0.72 -0.91 2.20 0.0247
C 1.59 0.15 2.48 -0.1692
C 2.95 -0.01 2.31 -0.6938
C 3.47 -1.22 1.84 0.9927
C 2.61 -2.28 1.59 -0.3967
C 1.25 -2.12 1.78 -1.0011
H 0.58 -2.95 1.59 0.4398
H 2.98 -3.23 1.25 0.4002
O 4.82 -1.25 1.66 -0.4657
C 5.41 -2.43 1.17 -0.7579
H 5.26 -3.27 1.86 0.3440
H 6.47 -2.21 1.10 0.2619
H 5.02 -2.69 0.19 0.2402
H 3.63 0.79 2.53 0.4696
H 1.20 1.07 2.87 0.5072
C -2.20 3.34 -0.14 -1.3200
H -3.24 3.66 -0.16 0.5610
H -1.62 4.09 0.42 0.3374
C -1.64 3.28 -1.57 -0.9343
N -2.12 2.14 -2.32 0.7029
C -3.55 2.19 -2.56 -1.1348
H -3.85 3.09 -3.12 0.3078
H -3.84 1.31 -3.14 0.3378
H -4.09 2.17 -1.62 0.3216
C -1.39 1.98 -3.56 -1.2464
H -1.71 1.06 -4.04 0.3144
H -1.56 2.82 -4.26 0.3742
H -0.33 1.91 -3.34 0.3079
H -1.88 4.24 -2.07 0.5301
H -0.55 3.19 -1.52 0.3836
H -0.42 2.22 1.68 0.4610
H 1.56 2.43 0.44 0.5090
H 3.08 1.60 -1.30 0.4447
H 2.43 -0.21 -2.78 0.4099
H 1.51 -1.50 -4.07 0.3367
H 0.04 -2.44 -4.40 0.3156
H 1.76 -4.01 -3.84 0.3982
H 0.60 -3.96 -2.51 0.3119
H 2.16 -2.50 -1.21 0.0838
H 3.33 -2.59 -2.53 0.2800
```

Output
Energy = -39629.3538 eV
2S+1 = 1
Kohn-Sham gap = 8.01 eV
SMILES = CCCOc1cccc([C@@H]2/C(=C(/O)c3ccc(OC)cc3)C(=O)C(=O)N2CCN(C)C)c1
Energy above the lowest of the compared OMol25 structures with the same formula, charge and spin = 289.7 kJ/mol

***

4.
Density functional theory data (the ωB97M-V functional and the def2-TZVPD basis) for a 2-piece molecular cluster, C8H18O2 overall at a distorted geometry.

The geometry in XYZ format:
```
28
Properties=species:S:1:pos:R:3:mulliken_charge:R:1
C 0.79 -0.04 -0.86 0.6989
C -2.96 -0.33 -0.29 0.5260
C 1.69 -0.53 0.31 0.7406
C 0.85 1.47 -1.10 -1.8137
C -3.00 1.04 0.28 -1.0624
C -2.65 -1.45 0.42 -1.2296
C 1.24 0.02 1.66 -1.4027
C 3.17 -0.21 0.06 -1.6799
O -0.54 -0.37 -0.60 -0.4518
O 1.22 -0.65 -2.07 -0.6150
H 0.99 -1.58 -2.03 0.3745
H -3.12 -0.40 -1.36 0.2457
H 1.57 -1.62 0.32 0.4373
H 0.16 1.70 -1.91 0.4046
H 1.85 1.76 -1.41 0.4141
H 0.55 2.01 -0.21 0.3542
H -2.71 -1.41 1.50 0.3057
H -4.02 1.43 0.22 0.3847
H -2.35 1.71 -0.28 0.1896
H -2.68 1.05 1.32 0.2990
H -1.09 -1.25 -0.06 0.4235
H -2.96 -2.42 0.04 0.3461
H 1.43 1.09 1.74 0.3364
H 3.79 -0.73 0.79 0.4379
H 1.79 -0.46 2.47 0.4243
H 0.17 -0.16 1.82 0.2135
H 3.36 0.85 0.16 0.3298
H 3.46 -0.51 -0.94 0.3690
```

Output
Energy = -12681.1231 eV
2S+1 = 1
Kohn-Sham gap = 10.40 eV
SMILES = CC(C)C(C)(O)O.C=CC
Energy above the lowest of the compared OMol25 structures with the same formula, charge and spin = 248.3 kJ/mol